(1)
Below is C24H63ClO4P2Si2 as an isolated structure, with properties calculated with ωB97M-V with the def2-TZVPD basis set.

Values from the calculation:
Gap between HOMO and LUMO (eV): 9.89
Charge: 0
Spin multiplicity: 1
HOMO level (eV): -9.48
E_LUMO (Ha): 0.0151

```
96
Properties=species:S:1:pos:R:3:forces:R:3
O -6.110756 -0.845097 2.084541 0.011 -0.025 0.045
P -5.842902 -0.540178 3.498182 -0.074 -0.006 -0.262
O -6.414647 0.855760 4.017786 0.024 -0.063 -0.133
O -6.541009 -1.502650 4.564973 0.169 0.134 0.025
P -3.718690 -0.681794 3.925145 0.300 -0.427 0.582
Si -2.941950 -0.873503 1.823713 -0.408 0.081 -0.114
O -1.409815 -0.241916 1.778994 -0.116 0.005 -0.174
Si -1.001132 1.047596 0.847608 0.250 -0.365 0.115
Cl -1.968837 2.684662 1.600097 -0.086 0.239 -0.102
H -6.514610 1.455160 3.263658 -0.034 -0.004 0.121
H -6.061630 -2.338983 4.635882 -0.120 -0.012 0.073
H -3.410688 0.622874 4.344099 -0.147 0.209 -0.297
H -2.921079 -2.315788 1.521091 0.092 -0.018 0.103
H -3.793393 -0.198150 0.828700 0.134 0.117 -0.030
H 0.450858 1.238724 0.933486 -0.021 0.097 0.045
H -1.446835 0.802830 -0.531696 -0.035 0.140 -0.037
C -0.456904 4.912423 8.357925 -0.002 -0.046 0.005
C 0.407817 3.812987 7.749584 0.010 0.043 0.018
C 0.891565 4.129122 6.335166 0.007 -0.012 -0.015
C -0.222264 4.312800 5.302543 0.000 0.021 0.005
C -1.165468 3.119984 5.157281 -0.015 -0.021 -0.048
C -0.466366 1.845233 4.699591 0.015 -0.010 0.098
H -1.370531 5.072256 7.783356 -0.001 0.006 -0.003
H -0.752510 4.660625 9.377049 0.005 0.008 0.007
H 0.086248 5.859344 8.392526 -0.011 0.011 -0.018
H -0.145000 2.869334 7.753514 0.011 -0.009 -0.009
H 1.281898 3.653047 8.385986 -0.006 -0.017 0.009
H 1.568560 3.335987 6.006351 -0.004 -0.001 -0.012
H 1.493096 5.043214 6.362266 -0.001 0.003 0.012
H 0.235828 4.520073 4.330003 -0.008 -0.010 -0.009
H -0.809433 5.200806 5.551360 0.006 0.003 0.008
H -1.943310 3.382258 4.435459 -0.007 -0.015 0.013
H -1.682601 2.931206 6.102778 0.008 0.020 0.011
H 0.039414 1.993533 3.742890 0.032 0.029 0.021
H -1.176518 1.027472 4.574596 0.025 -0.021 -0.026
H 0.280241 1.516388 5.424403 0.011 -0.008 -0.008
C 1.799892 -0.539998 -1.767581 0.077 0.020 -0.032
C 2.070904 0.621753 -2.717644 -0.043 0.003 0.041
C 0.819821 1.121007 -3.439386 -0.002 0.014 -0.014
C 0.135366 0.083992 -4.332123 0.001 -0.007 0.025
C 1.029958 -0.512322 -5.417579 -0.033 0.028 -0.030
C 1.555372 0.521338 -6.408430 0.048 -0.089 0.005
H 1.418974 -1.416286 -2.293763 -0.009 0.002 -0.002
H 2.709463 -0.839329 -1.245611 -0.010 -0.009 0.018
H 1.063399 -0.254601 -1.013506 -0.022 -0.039 -0.003
H 2.833464 0.328394 -3.444540 -0.005 0.016 -0.016
H 2.497995 1.454200 -2.152125 0.023 -0.008 -0.002
H 1.081082 2.001037 -4.033093 -0.010 -0.003 -0.012
H 0.095107 1.467892 -2.695022 0.010 0.000 0.012
H -0.732903 0.553489 -4.804984 0.003 -0.004 -0.015
H -0.262749 -0.726201 -3.714936 0.002 0.007 0.013
H 0.458774 -1.270189 -5.959656 0.010 -0.010 -0.002
H 1.872164 -1.039877 -4.960909 -0.008 -0.007 0.016
H 0.732649 1.039820 -6.905356 0.003 0.027 0.016
H 2.164533 0.044895 -7.178089 -0.001 0.028 -0.021
H 2.178693 1.269856 -5.916732 -0.014 0.023 -0.010
C -3.006279 -4.313997 4.691587 0.063 -0.095 -0.008
C -2.667997 -5.587035 3.923653 -0.036 0.035 -0.015
C -3.898396 -6.395768 3.515104 -0.002 -0.012 -0.005
C -4.749686 -6.903148 4.680844 -0.004 0.018 -0.004
C -4.001887 -7.774120 5.689108 -0.018 -0.040 -0.008
C -3.434961 -9.054691 5.084881 0.018 0.024 0.034
H -3.516344 -4.529764 5.632309 -0.005 0.007 0.001
H -2.106714 -3.745406 4.929895 -0.017 0.035 0.000
H -3.651323 -3.663911 4.096151 -0.027 -0.023 -0.005
H -1.992256 -6.205188 4.521062 -0.004 -0.018 -0.009
H -2.114243 -5.320672 3.019573 0.019 -0.002 0.009
H -3.579461 -7.241090 2.899870 -0.007 -0.009 0.006
H -4.528975 -5.777409 2.867697 0.009 0.009 -0.003
H -5.589936 -7.473864 4.273310 0.000 -0.009 0.007
H -5.194007 -6.054015 5.208093 0.003 0.007 -0.006
H -4.689224 -8.034647 6.497962 0.009 0.003 0.012
H -3.194611 -7.200601 6.153243 -0.007 0.016 0.000
H -4.228827 -9.660044 4.642057 0.004 0.005 -0.023
H -2.938751 -9.660207 5.844142 -0.006 -0.010 0.000
H -2.701354 -8.843700 4.305375 -0.002 0.000 -0.007
C 4.678534 3.730040 -10.971147 -0.025 0.013 0.036
C 5.133899 4.212573 -9.597744 0.017 0.008 -0.044
C 6.420778 3.546816 -9.112338 0.008 -0.001 0.016
C 6.332651 2.029029 -8.940714 -0.002 0.004 -0.022
C 5.237172 1.555837 -7.986866 0.028 -0.030 0.058
C 5.413862 2.056373 -6.556665 -0.062 -0.022 -0.027
H 4.453038 2.662534 -10.969860 0.004 -0.004 -0.003
H 3.777042 4.253328 -11.291969 0.003 0.006 -0.010
H 5.452116 3.907560 -11.721459 0.008 -0.023 -0.002
H 4.332864 4.052645 -8.870577 0.008 0.004 0.015
H 5.296516 5.292783 -9.634673 -0.016 0.006 0.009
H 6.722026 4.005193 -8.166545 0.003 -0.011 0.007
H 7.224225 3.769382 -9.821652 -0.006 0.007 -0.008
H 7.299353 1.663798 -8.579789 -0.004 -0.005 0.011
H 6.181062 1.558678 -9.915957 0.001 0.010 -0.007
H 5.231831 0.462541 -7.980008 -0.020 -0.003 -0.015
H 4.255701 1.859726 -8.361825 0.000 -0.002 -0.013
H 6.373375 1.733496 -6.146863 0.016 0.027 -0.005
H 4.627480 1.665257 -5.909334 0.013 0.000 0.020
H 5.373101 3.145179 -6.499751 0.008 0.004 0.001
```
Forces are in eV/Å.

Here are the Mulliken charges for atoms 1 to 6, given in e:
1. O -0.65
2. P 0.95
3. O -0.52
4. O -0.51
5. P -0.07
6. Si 0.48


(2)
Below is C24H63Mn2N4O19S4 as an isolated structure at a distorted geometry, with properties calculated with ωB97M-V with the def2-TZVPD basis set.

Values from the calculation:
Energy above the lowest of the compared OMol25 structures with the same formula, charge and spin (kcal per mole): 0.00
Expectation value of S²: 30.006
Gap between HOMO and LUMO (spin up / spin down) (eV): 7.69 / 7.31
Charge: +1
Spin multiplicity: 11
HOMO level (spin up / spin down) (eV): -9.86 / -9.86
E_LUMO (spin up / spin down) (Ha): -0.0798 / -0.0938

```
116
Properties=species:S:1:pos:R:3:forces:R:3
Mn -0.629821 -3.182212 -2.422384 0.172 1.368 -0.268
Mn 0.001099 0.237260 -3.230609 -0.123 -1.471 0.473
N 2.140327 -2.025914 -3.640331 -0.625 0.177 0.005
O 1.334401 -2.913523 -3.260304 0.046 -0.366 0.101
O 3.267412 -2.289845 -3.933585 0.422 -0.103 0.002
O 1.729552 -0.818966 -3.730311 0.091 0.301 -0.209
N -1.914423 -1.970132 -4.872460 0.322 -0.189 0.422
O -1.369633 -3.015942 -4.401165 -0.060 0.161 -0.120
O -1.462808 -0.837602 -4.538095 0.094 0.335 -0.114
O -2.859322 -2.053354 -5.611848 -0.242 -0.001 -0.219
O -0.481992 -1.197642 -1.867924 -0.175 0.330 0.379
H -0.473580 -0.901215 -0.951068 0.065 -0.208 -0.086
C -2.447925 3.110631 1.352870 -0.412 0.276 0.475
C -0.965900 3.423904 1.515305 0.370 -0.280 -0.244
N -0.327058 2.929278 2.726567 0.020 0.125 -0.060
C -0.218182 1.492710 2.806377 -0.022 -0.370 0.201
C 0.495145 0.854390 1.625593 -0.664 -0.309 -0.214
C -0.880721 3.525004 3.930131 0.426 0.476 0.162
C 0.046825 3.429818 5.133388 -0.372 -0.588 0.465
H -2.644250 2.039972 1.261698 0.101 -0.020 -0.199
H -2.860653 3.644052 0.495255 0.040 -0.144 -0.162
H -3.025164 3.444053 2.222012 0.088 0.040 -0.062
H -0.438365 2.994058 0.660102 0.095 0.012 0.051
H -0.759855 4.494944 1.458942 -0.267 0.074 0.091
H 0.340468 1.223441 3.705785 0.027 0.220 0.006
H -1.212845 1.023836 2.956995 -0.011 -0.055 -0.154
H 1.438961 1.336949 1.388467 0.065 0.021 0.146
H 0.655230 -0.209517 1.829136 0.167 0.116 0.065
H -0.127929 0.881330 0.721889 0.084 0.081 0.000
H -1.871632 3.132867 4.213592 0.031 -0.131 -0.125
H -1.010940 4.591538 3.721810 -0.148 -0.054 -0.067
H -0.447339 3.903152 5.986241 0.213 0.219 -0.081
H 1.028618 3.861934 4.961710 -0.040 0.188 -0.106
H 0.197703 2.396382 5.462080 0.024 0.033 -0.161
C 5.634239 -3.549503 2.169720 -0.544 -0.122 0.653
C 4.550017 -2.491183 2.025327 0.020 -0.026 0.091
N 4.902730 -1.450670 1.075947 -0.258 0.034 -0.320
C 6.144297 -0.773208 1.384129 0.342 0.295 0.077
C 6.227629 -0.111116 2.751648 -0.165 0.411 0.679
C 3.792542 -0.523824 0.855781 0.064 -0.706 0.544
C 2.686209 -1.158242 0.025311 -0.120 0.572 -0.292
H 6.514612 -3.179856 2.693793 0.210 0.127 -0.399
H 5.850609 -3.976962 1.194424 0.329 -0.015 0.026
H 5.263797 -4.337646 2.834532 -0.085 -0.064 -0.251
H 3.642643 -2.976645 1.663799 0.006 -0.022 -0.004
H 4.300386 -2.063183 3.017004 0.048 -0.032 -0.056
H 6.973166 -1.468817 1.251652 0.011 -0.038 0.021
H 6.284640 0.012244 0.637958 0.008 -0.083 -0.140
H 5.388020 0.571563 2.925257 0.013 -0.044 -0.152
H 6.217893 -0.799386 3.600798 0.050 -0.189 -0.195
H 7.127239 0.498984 2.864652 0.047 -0.127 -0.186
H 4.190884 0.347472 0.340679 -0.048 0.170 -0.045
H 3.392531 -0.202595 1.835503 -0.082 0.242 -0.182
H 3.119907 -1.525081 -0.907199 -0.126 -0.156 0.019
H 1.930896 -0.402803 -0.215712 0.134 -0.059 -0.109
H 2.154119 -1.961285 0.528388 0.176 -0.183 0.060
O -2.521862 3.736710 -2.644657 0.139 -0.055 -0.096
S -2.774980 2.390247 -3.045142 -0.449 0.270 -0.010
O -1.787233 1.376594 -2.777481 0.293 0.082 0.103
O -4.062562 1.861996 -2.338680 -0.026 -0.124 0.155
C -5.138913 2.819088 -2.062264 -0.370 -0.090 0.127
C -6.401985 2.023043 -1.848874 0.136 -0.129 0.357
C -3.173107 2.300037 -4.747795 0.665 0.166 -0.131
H -5.223228 3.510025 -2.899328 0.011 0.025 -0.013
H -4.895392 3.370675 -1.156772 0.268 0.049 -0.106
H -6.293909 1.363420 -0.983935 0.103 -0.028 -0.082
H -6.661147 1.415635 -2.713659 -0.118 0.142 -0.076
H -7.206277 2.710974 -1.589214 -0.087 -0.008 -0.255
H -3.312545 1.253180 -5.008972 -0.267 0.016 -0.022
H -2.284328 2.666251 -5.268514 -0.083 0.006 -0.013
H -3.996723 2.970848 -4.967929 -0.206 -0.156 -0.021
O 1.129291 1.506861 -1.890335 -0.302 -0.061 0.118
S 1.730272 2.799263 -1.602451 0.086 0.593 -0.996
O 2.168092 3.064959 -0.286205 0.083 -0.317 0.843
O 2.883117 3.015224 -2.622674 -0.035 -0.013 -0.320
C 3.949866 2.027802 -2.659729 0.544 -1.099 -0.116
C 5.122415 2.478937 -1.843013 -0.053 0.791 0.487
C 0.678437 4.090534 -2.130957 -0.331 -0.079 0.003
H 4.195994 1.885749 -3.708835 -0.067 0.264 -0.076
H 3.600809 1.046264 -2.318841 -0.316 0.251 0.054
H 5.899329 1.721439 -1.785715 0.027 -0.073 -0.214
H 4.799840 2.701481 -0.823302 0.006 -0.147 0.020
H 5.525254 3.415686 -2.232770 0.165 -0.163 -0.100
H 1.239100 5.015802 -2.036904 -0.061 0.057 0.071
H -0.185283 4.062774 -1.467760 0.047 0.159 0.054
H 0.334556 3.944522 -3.151369 0.163 -0.088 -0.038
O -2.812033 -2.987230 -1.938942 0.605 -0.337 0.018
S -4.230927 -2.820505 -1.791958 0.179 0.862 -0.113
O -5.067917 -3.935910 -1.902589 -0.917 -1.212 -0.138
O -4.507132 -2.207693 -0.379437 0.304 0.411 0.149
C -3.571386 -1.188960 0.099241 0.358 -0.266 -0.002
C -3.911883 -0.932909 1.534625 -0.416 0.628 0.399
C -4.730571 -1.548255 -2.897006 0.305 0.283 -0.019
H -3.628425 -0.303621 -0.539024 -0.170 0.016 0.046
H -2.559310 -1.586242 0.009822 -0.079 -0.112 -0.058
H -4.086610 -1.864797 2.068103 0.131 -0.051 -0.008
H -4.800776 -0.306308 1.652315 -0.059 -0.200 -0.141
H -3.112726 -0.376100 2.025018 0.187 -0.128 -0.041
H -5.544366 -1.002323 -2.428707 -0.161 -0.065 -0.137
H -5.014005 -2.004738 -3.841003 -0.083 -0.075 0.014
H -3.875627 -0.890739 -3.058111 -0.039 0.037 0.050
O -0.410510 -3.820207 -0.432900 -0.142 -0.280 -0.329
S 0.030147 -4.360386 0.829285 -0.375 -0.167 0.141
O 1.411921 -4.370663 1.122199 0.772 -0.009 0.096
O -0.748018 -3.516167 1.883121 -0.085 0.083 0.269
C -0.086022 -3.226850 3.167995 0.139 0.432 0.102
C -1.018203 -2.317682 3.933038 -0.436 -0.199 -0.257
C -0.611521 -5.986415 1.016293 -0.075 0.392 0.372
H 0.858486 -2.735706 2.938361 0.011 -0.058 0.024
H 0.130004 -4.151554 3.702332 -0.168 -0.118 -0.135
H -2.031437 -2.727738 3.919058 0.087 -0.059 0.098
H -1.075269 -1.330006 3.475345 0.154 0.023 0.062
H -0.710599 -2.232744 4.972461 0.143 0.070 -0.010
H -0.527112 -6.219883 2.076890 0.168 -0.143 -0.036
H 0.034280 -6.625427 0.421614 -0.184 -0.177 -0.073
H -1.663759 -6.002158 0.747380 0.049 -0.070 -0.278
```
Forces are in eV/Å.

Here are the Mulliken charges for atoms 1 to 6, given in e:
1. Mn 0.69
2. Mn 0.51
3. N 0.81
4. O -0.61
5. O -0.59
6. O -0.62